{"formula": "C13H27N2O9P2PdSb", "method": "ωB97M-V/def2-TZVPD", "homo_ev": -0.493, "gap_ev": 5.20, "de_lowest_ev": 0.000, "charge": -2, "energy_ha": -2349.36639, "fmax_ev_per_a": 0.52, "species": ["Pd", "C", "C", "O", "P", "O", "O", "O", "P", "O", "O", "O", "H", "H", "H", "H", "H", "H", "H", "C", "C", "Sb", "C", "C", "C", "C", "H", "H", "H", "H", "H", "H", "H", "H", "H", "H", "H", "H", "H", "H", "H", "C", "N", "C", "C", "C", "O", "N", "C", "O", "H", "H", "H", "H", "H"], "positions_angstrom": [[0.593, 0.060, -0.573], [4.189, -3.277, 1.144], [3.307, -2.062, 1.407], [3.700, -1.507, 2.670], [1.564, -2.617, 1.615], [1.726, -3.973, 2.514], [1.098, -3.323, 0.284], [0.680, -1.702, 2.368], [3.628, -0.808, 0.039], [3.338, 0.571, 0.868], [5.076, -0.883, -0.285], [2.602, -0.957, -1.054], [4.139, -3.967, 1.987], [5.209, -2.927, 0.991], [3.865, -3.795, 0.240], [3.446, -0.573, 2.624], [1.360, -3.736, 3.374], [0.974, -2.747, -0.506], [2.435, 0.863, 0.608], [1.285, 3.415, 2.633], [0.031, 2.553, 2.693], [-0.560, 1.739, 0.760], [-2.439, 1.038, 1.581], [-3.592, 2.031, 1.566], [-1.202, 3.657, -0.036], [-0.366, 4.057, -1.247], [1.579, 3.807, 3.614], [1.146, 4.275, 1.969], [2.132, 2.846, 2.240], [-0.816, 3.112, 3.107], [0.193, 1.671, 3.319], [-2.197, 0.718, 2.598], [-2.693, 0.147, 1.007], [-3.331, 2.972, 2.061], [-4.483, 1.635, 2.070], [-3.876, 2.267, 0.539], [-1.144, 4.409, 0.758], [-2.246, 3.542, -0.327], [0.690, 4.175, -0.988], [-0.710, 4.999, -1.692], [-0.420, 3.279, -2.011], [-1.754, -3.579, -4.164], [-1.941, -2.275, -3.572], [-3.045, -1.519, -3.831], [-3.248, -0.352, -3.208], [-2.260, 0.118, -2.225], [-2.448, 1.200, -1.649], [-1.175, -0.668, -1.989], [-1.005, -1.859, -2.590], [-0.079, -2.639, -2.360], [-2.451, -3.688, -4.997], [-1.927, -4.377, -3.437], [-0.732, -3.683, -4.522], [-3.731, -1.920, -4.569], [-4.116, 0.257, -3.415]]}